{"formula": "C20H32BN2O11P", "method": "wB97M-V/def2-TZVPD", "multiplicity": 2, "gap_ev": [8.3276, 8.5362], "charge": -1, "species": ["H", "C", "H", "H", "O", "B", "C", "O", "H", "O", "C", "C", "H", "C", "O", "H", "O", "H", "C", "H", "O", "H", "H", "C", "H", "O", "C", "H", "H", "H", "C", "H", "C", "C", "C", "H", "H", "H", "H", "H", "H", "O", "C", "H", "H", "C", "P", "H", "H", "N", "C", "H", "H", "N", "C", "O", "H", "C", "H", "O", "H", "C", "C", "C", "H", "O", "H"], "positions_angstrom": [[-2.987115, 1.171660, -1.189170], [-4.652017, -1.847926, 1.510402], [-0.917146, -0.228483, -3.769566], [6.155303, -0.862015, -2.288422], [-7.615627, -2.567528, 2.884175], [-6.325664, -1.879832, 3.062531], [0.537147, 2.164979, -0.624291], [-6.327832, -0.544390, 2.424658], [-2.420651, -0.588586, -2.910226], [-5.087039, 0.446787, 0.827025], [-5.365698, -0.491882, 1.518702], [4.942183, 0.982306, -2.095229], [0.694489, 1.134284, 1.284010], [-0.050746, -0.693573, -1.347923], [-6.116178, -1.783031, 4.517160], [-1.220615, -0.920003, 3.043528], [-3.722176, -2.139520, 0.804531], [-0.655649, -1.591961, -1.216544], [3.125444, -0.399826, -1.562383], [5.481613, -0.229866, -3.785452], [-7.287734, -2.424694, 6.328659], [-1.082214, -2.742770, 0.450541], [6.823323, 0.608936, -3.005205], [-7.147807, -2.339103, 5.143437], [7.096099, 0.490859, -0.206053], [-5.221142, -2.624424, 2.407147], [1.104427, 1.021183, 0.278969], [-0.083103, 4.154051, 0.016926], [2.467617, 0.223246, -2.177557], [-2.113012, 1.061218, -3.441431], [0.933362, -0.456775, -0.161739], [1.406940, 3.843933, -1.719112], [-0.400070, 3.122096, 0.168503], [-0.997592, 0.467479, -1.684599], [-1.134426, -0.643539, 1.991226], [2.536172, 2.449657, -1.520466], [-0.379743, 2.925398, 1.238643], [1.981834, -2.097970, -0.996282], [3.574208, -1.134752, -2.246949], [2.811603, -1.413383, 0.369093], [-1.140651, 0.441153, 1.942387], [-0.182851, -2.863566, 0.791640], [5.905634, 0.053117, -2.822724], [5.354134, -1.195407, -0.365667], [4.433371, -0.386844, 0.883111], [-1.637680, 0.159333, -3.056000], [0.406991, -1.428248, 1.380599], [0.547883, -0.849423, -2.248893], [-1.417562, 3.068204, -0.215642], [4.152377, 0.493813, -0.973122], [-2.159979, 0.649805, -0.709578], [-1.980974, -1.084510, 1.460083], [-1.899759, 1.129728, 0.226514], [-0.158829, 1.676416, -1.843092], [2.267007, -1.147538, -0.536065], [-9.165623, -3.407418, 4.283320], [2.135719, 3.478968, -0.163136], [1.734128, 3.028589, -1.077434], [2.172621, 1.207193, 0.390035], [0.512321, 1.715568, -2.932196], [5.955763, 1.731095, 0.282294], [5.027961, -0.210043, -0.012456], [6.209476, 0.676743, 0.401432], [-8.126396, -2.851134, 4.077593], [-2.544147, -0.339331, -0.452081], [4.809301, 2.111552, -2.488025], [6.429020, 0.519970, 1.455835]], "atomic_forces_ev_per_a": [[0.09, 0.26, 0.11], [0.14, -0.47, 0.05], [0.04, 0.15, -0.09], [-0.11, 0.02, 0.06], [0.18, 0.08, 0.20], [-0.13, 0.01, 0.12], [0.52, 1.03, 0.17], [0.21, -0.22, -0.10], [0.05, -0.02, 0.03], [0.05, -0.08, 0.00], [-0.30, 0.50, 0.06], [-0.22, 0.37, -0.01], [-0.06, 0.09, -0.02], [0.28, 0.75, 0.23], [-0.18, -0.11, -0.19], [-0.02, -0.05, -0.01], [0.02, -0.10, -0.10], [0.10, -0.07, 0.05], [-0.34, 0.06, 0.12], [-0.08, 0.11, -0.02], [-0.04, -0.02, -0.07], [-0.04, -0.25, 0.02], [-0.02, 0.03, -0.09], [0.33, 0.17, 0.37], [0.07, -0.04, 0.12], [-0.01, 0.25, -0.12], [0.01, -0.38, -0.12], [0.07, 0.00, 0.03], [0.08, 0.04, -0.03], [0.08, -0.01, -0.12], [-0.83, -0.56, -0.09], [0.05, -0.12, -0.21], [-0.09, -0.02, -0.51], [-0.57, -0.29, -0.79], [0.02, -0.49, 0.07], [-0.08, 0.09, -0.23], [-0.13, -0.06, 0.02], [0.09, -0.08, 0.11], [0.19, -0.02, 0.12], [0.14, 0.09, -0.07], [-0.02, -0.03, -0.07], [-0.11, 0.48, -0.01], [0.13, -0.11, 0.26], [0.06, -0.02, -0.08], [-0.06, -0.03, -0.09], [-0.09, -0.04, 0.41], [0.61, 0.06, 0.40], [-0.04, -0.05, -0.04], [-0.01, -0.04, 0.25], [0.74, -0.63, -0.57], [0.16, -0.40, 0.05], [-0.03, 0.40, 0.12], [-0.07, 0.06, -0.11], [0.47, -0.52, 0.24], [-0.37, 0.05, -0.27], [0.06, 0.03, 0.04], [0.03, -0.02, -0.03], [-0.20, -0.12, 0.59], [0.01, 0.02, -0.03], [-0.12, 0.12, -0.01], [-0.12, -0.02, 0.02], [-0.24, 0.56, 0.39], [-0.16, -0.06, -0.18], [-0.34, -0.18, -0.36], [-0.07, 0.09, -0.07], [-0.02, -0.22, 0.12], [0.26, -0.09, -0.06]]}


{"formula": "C3H9N3", "method": "wB97M-V/def2-TZVPD", "smiles": "[H]/N=C(\\N)NCC", "gap_ev": 9.8181, "species": ["H", "H", "H", "N", "N", "C", "H", "H", "N", "H", "H", "H", "H", "C", "C"], "positions_angstrom": [[-0.249642, 2.424810, -1.958538], [0.231473, -2.227149, 1.696164], [-0.826213, -0.900310, 2.215035], [1.947846, 1.094370, -1.095358], [0.288847, 0.167967, 0.195964], [-0.474053, -1.062143, 0.077127], [0.050271, -1.798785, -0.531258], [2.127609, 1.905661, -1.686900], [-0.215142, 2.082760, -1.011983], [-1.386300, -2.498277, 1.372905], [-1.088925, 2.112449, -0.520191], [1.021760, 0.082090, 0.887531], [-1.461629, -0.798860, -0.321035], [-0.683934, -1.666165, 1.461790], [0.718031, 1.081580, -0.781252]], "atomic_forces_ev_per_a": [[-0.05, 0.26, 0.08], [0.11, 0.41, 0.32], [-0.60, -0.18, 0.15], [-0.13, 0.04, -1.03], [0.34, 0.23, 1.42], [-0.57, 0.79, 0.00], [-0.25, -0.06, -0.42], [0.24, 0.10, 0.19], [0.14, 0.07, -1.34], [-0.58, 0.57, 0.43], [0.02, -0.49, 0.09], [0.17, -0.29, -0.28], [0.22, -0.28, -0.38], [1.32, -1.01, -0.80], [-0.41, -0.16, 1.57]]}


{"formula": "C8H12IrN2P", "method": "wB97M-V/def2-TZVPD", "multiplicity": 5, "gap_ev": [4.1472, 7.1132], "species": ["H", "C", "H", "P", "H", "C", "C", "H", "Ir", "H", "C", "H", "C", "N", "H", "C", "H", "H", "C", "H", "H", "H", "C", "N"], "positions_angstrom": [[3.097149, -0.126808, -0.355898], [0.665632, -0.146302, -2.711250], [-3.841830, 0.165100, 2.754727], [1.762733, 1.310986, 1.810121], [2.988448, 0.643674, 2.198831], [1.894283, -1.683702, -1.467028], [-2.282696, -0.261141, -0.065249], [0.987809, 1.056909, 3.012660], [0.570999, 0.551334, 0.128383], [0.481057, -2.316521, -3.066381], [0.963675, -1.504327, -2.512267], [-1.120467, 0.769203, 2.758172], [-1.789051, 0.439028, 1.978812], [-3.401406, -0.319495, 0.678159], [2.114219, 2.701488, 2.002705], [-3.117333, 0.132141, 1.962790], [1.840827, 1.618891, -1.900254], [-4.276235, -0.667489, 0.323643], [2.131417, -0.398894, -0.813129], [0.011143, 0.332333, -3.447870], [2.434994, -2.596046, -1.182696], [-2.171591, -0.596597, -1.083332], [1.351664, 0.668531, -1.696805], [-1.295438, 0.227701, 0.693156]], "atomic_forces_ev_per_a": [[-0.27, -0.49, -0.50], [0.01, -0.72, 0.05], [-0.15, -0.05, -0.09], [0.25, 0.43, 1.30], [-0.46, 0.63, -0.16], [-0.01, 0.16, -0.24], [0.85, 0.36, 0.76], [0.69, 0.45, -0.28], [-0.35, -0.83, 0.56], [0.37, 0.30, 0.12], [-0.45, 0.26, -0.58], [-0.33, 0.07, -0.01], [-0.77, -0.24, -1.02], [-0.63, 0.07, 0.54], [0.13, -0.61, 0.40], [0.38, -0.26, -0.22], [-0.06, -0.25, -0.63], [-0.04, 0.11, 0.28], [0.45, 1.16, -0.75], [0.18, -0.60, 0.21], [-0.58, 0.36, -0.21], [-0.09, 0.11, 0.05], [2.24, -0.09, -0.02], [-1.37, -0.33, 0.44]]}